No. 1
C11H12NO6Ru | ωB97M-V/def2-TZVPD

Each line ends with the Löwdin charge.
Geometry (Å):
O 0.18812 5.14171 -5.11977  0.15
C 0.12968 4.11059 -4.61806  0.07
Ru -0.02312 -0.42395 -2.51090  1.05
O -0.24671 2.33485 -1.09371  0.20
C -0.16626 1.37349 -1.73749  -0.17
C -0.46593 -2.37366 -2.46089  -0.05
O -0.71581 -3.49949 -2.46640  0.28
C 1.59553 -0.45487 -3.48190  -0.10
O 2.58535 -0.48603 -4.08768  0.29
C -1.06889 -0.09861 -4.03722  -0.19
O -1.70369 0.10479 -4.98638  0.26
H 0.10968 2.40208 -3.82508  0.10
O 0.98674 -0.89742 -0.60983  -0.04
C 0.42435 -0.96545 0.52698  -0.34
C 1.25943 -1.34490 1.72113  -0.04
C 1.43206 -0.21095 2.72642  -0.13
C 0.19103 0.01655 3.58802  -0.14
C -1.01901 0.52050 2.80666  -0.10
C -1.63614 -0.54050 1.90153  -0.05
N -0.88489 -0.70917 0.64708  0.22
H 0.79182 -2.22130 2.19210  0.16
H 2.23568 -1.64321 1.32927  0.16
H 2.27683 -0.45366 3.38237  0.15
H 1.69645 0.71631 2.19873  0.14
H -0.07289 -0.91973 4.09837  0.15
H 0.43344 0.75264 4.36339  0.17
H -1.79569 0.84227 3.51205  0.17
H -0.75127 1.40199 2.20951  0.14
H -1.70017 -1.50720 2.42453  0.19
H -2.65206 -0.24144 1.62260  0.16
H -1.43366 -0.72622 -0.21544  0.15

Summary:
Highest occupied orbital energy (spin up / spin down) = -0.67651 / -0.80517 hartree
Max |F| = 0.175 hartree/bohr
⟨S²⟩ = 6.023
LUMO energy (spin up / spin down) = -12.3336 / -16.5122 eV
Spin multiplicity = 5
Charge = +3
Orbital gap (spin up / spin down) = 6.0752 / 5.3974 eV
Relative energy (zero: lowest compared OMol25 entry of this formula, charge and spin) = 37.85 kcal/mol
Electronic energy = -27920.14898 eV

***

No. 2
C38H50AlN5O | ωB97M-V/def2-TZVPD

Each line ends with the Löwdin charge.
Geometry (Å):
Al -0.39487 -0.34346 0.63867  0.19
C -0.25027 1.29288 -2.78326  -0.07
C -0.21590 2.45234 -1.79849  -0.21
C 1.12123 2.77019 -1.18878  -0.14
C 1.93771 3.71376 -1.84204  -0.04
C 3.22012 3.97129 -1.40960  -0.08
C 3.69542 3.29191 -0.29574  -0.06
C 2.91190 2.38825 0.42100  -0.17
C 3.61995 1.68454 1.55259  -0.20
C 4.65642 0.62936 1.11002  -0.08
C 1.52120 2.24244 0.08410  -0.11
N 0.59303 1.52900 0.93326  0.07
C 0.56804 1.74470 2.25906  -0.06
C -0.03043 0.79394 3.13186  -0.28
C -0.30235 0.79299 4.53417  -0.02
C -0.98567 -0.40042 4.80576  -0.08
C -1.03557 -1.10753 3.60389  -0.15
N -0.46844 -0.44874 2.59936  0.01
H -1.22419 1.21172 -3.25293  0.08
H -0.04012 0.34941 -2.26391  0.04
H 0.49146 1.44511 -3.56888  0.08
H -0.87832 2.24709 -0.95725  0.07
H -0.59714 3.33604 -2.31968  0.11
H 1.52009 4.19271 -2.70777  0.11
H 3.81327 4.68634 -1.94928  0.10
H 4.69985 3.48025 0.05838  0.11
H 2.88394 1.25302 2.22593  0.07
H 4.12568 2.48904 2.12230  0.12
H 4.18058 -0.15892 0.51618  0.06
H 5.12475 0.16833 1.97128  0.06
H 5.43636 1.08487 0.48741  0.07
H 0.98811 2.67090 2.65677  0.15
H -0.05204 1.56611 5.24554  0.10
H -1.41531 -0.71330 5.74743  0.09
H -1.48028 -2.08967 3.49210  0.12
C -4.13932 1.36882 2.06786  -0.04
C -3.55735 1.28553 0.61344  -0.58
C -4.60324 0.60835 -0.30402  -0.06
C -2.40051 0.36979 0.71529  0.02
C -3.28163 2.72314 0.19530  -0.18
C -3.87994 3.37523 -0.90820  -0.03
C -3.60724 4.70138 -1.25150  -0.09
C -2.61901 5.41656 -0.57868  -0.10
C -1.98087 4.78604 0.49848  -0.08
C -2.33172 3.48944 0.89473  -0.05
H -4.52543 0.39515 2.38483  0.08
H -4.95584 2.08807 2.07514  0.08
H -3.41106 1.75389 2.78529  0.07
H -4.89630 -0.35304 0.09131  0.07
H -4.23445 0.52223 -1.32500  0.09
H -5.49217 1.24495 -0.33504  0.08
H -2.84368 -0.63063 1.06867  0.06
H -4.62288 2.83190 -1.48355  0.10
H -4.15378 5.12742 -2.07178  0.09
H -2.34288 6.43116 -0.84416  0.10
H -1.19071 5.32387 1.03382  0.10
H -1.84039 3.02403 1.75709  0.10
C 4.27597 -3.34045 -0.24466  -0.05
N 2.84710 -3.00655 -0.21886  -0.17
C 2.18830 -3.38437 -1.44173  -0.05
C 2.25324 -2.20455 0.72749  -0.36
N 1.43570 -1.20684 0.37469  0.18
N 2.49690 -2.51346 2.02988  -0.12
C 2.43907 -1.56775 3.11826  -0.04
C 2.99509 -3.82114 2.46646  -0.04
H 4.78312 -2.85281 -1.10502  0.10
H 4.39059 -4.42901 -0.31075  0.09
H 4.76710 -2.97734 0.64451  0.07
H 2.52545 -4.38275 -1.74234  0.10
H 2.42940 -2.68369 -2.26323  0.10
H 1.09260 -3.43050 -1.30456  0.10
H 1.54562 -1.12759 -0.64317  0.09
H 1.95127 -0.64841 2.80502  0.06
H 3.43789 -1.33654 3.49155  0.09
H 1.86541 -2.02848 3.92862  0.10
H 2.88074 -4.57226 1.68063  0.09
H 2.38772 -4.11948 3.33728  0.10
H 4.03214 -3.72566 2.79116  0.09
C -2.65873 -3.29100 -0.39316  -0.04
C -1.68601 -2.50081 -1.16568  -0.37
O -0.88155 -1.67244 -0.54652  -0.09
C -1.59478 -2.72878 -2.58289  -0.18
C -0.53302 -2.13404 -3.30949  -0.06
C -0.48173 -2.24762 -4.70223  -0.09
C -1.35977 -3.10865 -5.37506  -0.12
C -2.33458 -3.80687 -4.65223  -0.10
C -2.47065 -3.60966 -3.27017  -0.04
H -2.42382 -3.29671 0.66737  0.08
H -2.66110 -4.30811 -0.80371  0.07
H -3.70131 -2.92591 -0.55238  0.10
H 0.23990 -1.55180 -2.77823  0.08
H 0.21044 -1.64520 -5.28043  0.09
H -1.25523 -3.26637 -6.45095  0.09
H -3.01408 -4.48682 -5.14565  0.09
H -3.24227 -4.15935 -2.71861  0.10

Summary:
Highest occupied orbital energy (spin up / spin down) = -0.22666 / -0.19066 hartree
Max |F| = 0.048 hartree/bohr
LUMO energy (spin up / spin down) = -0.0238 / -0.0230 eV
Spin multiplicity = 1
Charge = 0
Orbital gap (spin up / spin down) = 6.1440 / 5.1652 eV
Relative energy (zero: lowest compared OMol25 entry of this formula, charge and spin) = 0.00 kcal/mol
Electronic energy = -56312.34207 eV

***

No. 3
C21H14Br2ClF6N2O8S2Ti | ωB97M-V/def2-TZVPD

Each line ends with the Löwdin charge.
Geometry (Å):
Ti -1.14738 -0.20159 0.05185  1.21
C -2.14411 -3.36315 1.30857  0.00
C -2.39999 -2.22326 2.23195  -0.25
C -2.92890 -2.46223 3.52015  0.01
C -3.17567 -1.43777 4.38411  -0.01
C -2.94300 -0.10947 3.97604  -0.19
C -3.16305 1.05727 4.74635  -0.62
Br -3.82319 0.91352 6.51644  0.76
C -2.90402 2.29477 4.23220  -0.17
C -2.43726 2.44132 2.91474  -0.60
Br -2.11041 4.16681 2.23582  0.79
C -2.23823 1.34937 2.10190  -0.36
O -1.86992 1.38458 0.84266  -0.16
C -2.44761 0.06037 2.67402  -0.12
N -2.14088 -0.98090 1.84918  0.10
H -2.64203 -4.25857 1.67617  0.09
H -1.07586 -3.56377 1.22071  0.08
H -2.49838 -3.13389 0.30438  0.09
H -3.12449 -3.48638 3.80547  0.12
H -3.56518 -1.62999 5.37497  0.09
H -3.06697 3.18027 4.82985  0.09
F -4.73392 -0.13134 -2.78839  0.04
C -3.44576 0.20229 -3.06480  -0.61
F -3.45982 0.62167 -4.35955  0.03
F -3.22539 1.34088 -2.32721  0.01
S -1.89564 -1.25794 -2.71639  0.88
O -2.21177 -1.09778 -1.04995  -0.51
O -2.69193 -2.37825 -3.16728  -0.43
N -0.16766 -2.13297 -2.39505  -0.38
S 0.39838 -2.61673 -1.13231  0.56
O 0.09053 -1.70051 0.11498  -0.45
O 0.29903 -3.98639 -0.67987  -0.32
C 2.21985 -2.30580 -1.23732  -0.66
F 2.48631 -0.99765 -1.17030  0.13
F 2.70163 -2.77897 -2.38663  0.13
F 2.88148 -2.90716 -0.23752  0.12
C 3.99538 2.40145 0.05132  -0.03
C 3.96642 1.67679 -1.26754  -0.19
C 4.99780 0.78820 -1.56374  -0.08
C 5.03960 0.11051 -2.76584  -0.67
Cl 6.35012 -0.99237 -3.07743  0.65
C 4.05383 0.29110 -3.71887  -0.10
C 3.02196 1.16591 -3.43843  0.01
C 2.97205 1.85160 -2.23192  -0.23
O 1.92533 2.74407 -2.12976  -0.02
C 1.13979 2.78445 -0.95571  -0.08
C 0.56457 1.43926 -0.56039  -0.57
O -0.19094 0.81096 -1.38213  -0.06
O 0.70668 0.98463 0.59222  0.01
H 4.94433 2.21254 0.55170  0.08
H 3.19808 2.06459 0.71648  0.08
H 3.89586 3.48048 -0.08363  0.09
H 5.78241 0.62691 -0.83558  0.11
H 4.08149 -0.25736 -4.64974  0.11
H 2.21448 1.31921 -4.14176  0.13
H 0.28727 3.41530 -1.21024  0.15
H 1.65465 3.21108 -0.09895  0.11

Summary:
Highest occupied orbital energy = -0.17090 hartree
Max |F| = 0.043 hartree/bohr
LUMO energy = 1.0147 eV
Spin multiplicity = 1
Charge = -1
Orbital gap = 5.6652 eV
Relative energy (zero: lowest compared OMol25 entry of this formula, charge and spin) = 61.41 kcal/mol
Electronic energy = -255067.22497 eV

***

No. 4
C33H29BrN5O6W | ωB97M-V/def2-TZVPD

Each line ends with the Löwdin charge.
Geometry (Å):
W -0.85552 -0.34909 0.28715  1.74
O 1.06066 -0.92520 -3.47784  0.11
C 0.14899 -1.03093 -2.49872  -0.35
O -0.10287 0.07753 -1.67410  -0.17
C -0.49698 -2.14394 -2.13649  -0.21
C -0.54351 -3.37349 -2.90173  0.02
C -1.40537 -4.34605 -2.55718  -0.05
C -2.28180 -4.13617 -1.43732  0.00
C -2.09876 -3.03048 -0.67238  -0.21
N -1.12422 -2.09207 -0.87729  -0.04
C -2.94216 -2.65295 0.46077  -0.41
O -3.94102 -3.39811 0.89514  0.19
O -2.69966 -1.59361 1.02444  -0.03
H 0.99924 -0.06597 -3.92813  0.10
H 0.09686 -3.45778 -3.76833  0.12
H -1.47491 -5.25552 -3.13616  0.11
H -3.07202 -4.84489 -1.23127  0.11
H -4.03564 -4.19517 0.35782  0.12
N 0.60156 -1.71764 3.47692  0.12
C 1.21511 -2.20584 2.33943  -0.28
C 2.18387 -3.19630 2.57684  0.00
C 2.90066 -3.71603 1.53291  -0.03
C 2.63616 -3.23532 0.25288  -0.03
C 1.66488 -2.28095 0.10724  -0.12
N 0.93532 -1.74581 1.11808  0.04
C -0.52643 -0.96277 3.70115  -0.35
C -0.84593 -0.73005 5.05159  -0.01
C -1.98935 -0.04908 5.36545  -0.03
C -2.82072 0.37410 4.32472  -0.03
C -2.42450 0.11828 3.04188  -0.13
N -1.26795 -0.50555 2.70031  0.00
H 1.00722 -2.07832 4.32400  0.14
H 2.34880 -3.53759 3.58975  0.12
H 3.64752 -4.47842 1.70543  0.12
H 3.16343 -3.59370 -0.61812  0.12
H 1.44672 -1.92141 -0.88456  0.09
H -0.18080 -1.09490 5.82233  0.12
H -2.24709 0.14083 6.39822  0.12
H -3.75759 0.87742 4.50753  0.12
H -3.06187 0.40588 2.21981  0.11
Br 1.12552 1.57804 2.75907  0.94
C -0.42131 2.37252 2.03021  -0.68
C -0.74017 3.64612 2.47257  -0.08
C -1.88000 4.25909 1.97742  0.00
C -2.65166 3.58062 1.04926  0.03
C -2.24625 2.32470 0.65145  -0.20
N -1.14704 1.70885 1.12956  -0.06
C -3.01797 1.56102 -0.40453  -0.56
O -4.00043 2.04379 -0.90798  0.13
O -2.49456 0.40015 -0.66715  -0.14
H -0.10291 4.13178 3.19598  0.11
H -2.15234 5.25099 2.31106  0.13
H -3.54801 3.98917 0.60526  0.14
C 2.24540 2.70975 -0.19349  -0.06
C 1.25273 2.07504 -1.18190  -0.45
C 0.07945 3.03759 -1.36634  -0.03
C 0.84743 0.65436 -0.69216  -0.20
C 1.97680 1.88635 -2.52431  -0.19
C 1.39254 2.24441 -3.73731  -0.05
C 2.05427 2.02807 -4.94368  -0.07
C 3.31480 1.45324 -4.95742  -0.08
C 3.91276 1.10329 -3.75463  -0.06
C 3.24994 1.31729 -2.55826  -0.04
H 1.72714 3.16356 0.64898  0.03
H 2.80728 3.49498 -0.69868  0.10
H 2.96067 1.98988 0.20541  0.07
H -0.26341 3.41547 -0.40843  0.06
H -0.76022 2.58131 -1.89299  0.10
H 0.40448 3.90725 -1.93904  0.10
H 1.76221 0.05602 -0.67708  0.09
H 0.41026 2.69561 -3.76234  0.11
H 1.57671 2.31544 -5.87124  0.11
H 3.82918 1.28542 -5.89371  0.11
H 4.89935 0.65961 -3.74931  0.11
H 3.73706 1.02627 -1.63636  0.11

Summary:
Highest occupied orbital energy (spin up / spin down) = -0.32749 / -0.33680 hartree
Max |F| = 0.014 hartree/bohr
⟨S²⟩ = 2.057
LUMO energy (spin up / spin down) = -2.7405 / -3.2468 eV
Spin multiplicity = 3
Charge = +1
Orbital gap (spin up / spin down) = 6.1709 / 5.9180 eV
Relative energy (zero: lowest compared OMol25 entry of this formula, charge and spin) = 12.78 kcal/mol
Electronic energy = -126290.86604 eV